Record 1
{
  "formula": "C5H6N2S",
  "method": "ωB97M-V/def2-TZVPD",
  "smiles": "N#CC(=S)C[C@H]1CN1",
  "e_tot_ev": -19095.5015,
  "lumo_ha": -0.049,
  "spin_multiplicity": 1,
  "charge": 0,
  "relative_energy_ev": 2.509,
  "homo_lumo_gap_ev": 8.2,
  "elements": ["N", "C", "C", "S", "C", "C", "C", "N", "H", "H", "H", "H", "H", "H"],
  "coordinates": [[1.7079, 2.6519, 0.0276], [1.7777, 1.5095, 0.0880], [1.8776, 0.0523, 0.1376], [3.3008, -0.6548, -0.2233], [0.6231, -0.6757, 0.5272], [-0.5138, -0.3670, -0.4303], [-1.9297, -0.4723, 0.0120], [-1.2745, 0.8420, -0.1194], [0.8333, -1.7318, 0.5517], [0.3451, -0.3526, 1.5348], [-0.3190, -0.6140, -1.4533], [-2.6868, -0.7362, -0.7242], [-2.1605, -0.7718, 1.0380], [-1.5812, 1.3205, -0.9663]],
  "atomic_forces_ev_per_a": [[-0.006, 0.372, 0.002], [0.047, -0.899, -0.036], [0.661, 0.151, -0.103], [-0.698, 0.348, 0.148], [-0.108, 0.357, -0.109], [-0.330, 0.040, 0.764], [0.041, 0.206, 0.173], [-0.163, -0.142, -0.256], [0.116, -0.403, -0.022], [-0.117, 0.046, -0.050], [0.123, -0.001, -0.533], [0.214, -0.044, 0.112], [0.117, 0.112, -0.323], [0.102, -0.143, 0.232]],
  "lowdin_charge": [0.18, -0.27, -0.76, 0.79, -0.20, -0.33, -0.13, 0.03, 0.10, 0.14, 0.14, 0.10, 0.11, 0.10]
}

Record 2
{
  "formula": "C4H7NO",
  "method": "ωB97M-V/def2-TZVPD",
  "smiles": "O=CN1CCC1",
  "e_tot_ev": -7797.5003,
  "lumo_ha": 0.038,
  "spin_multiplicity": 1,
  "charge": 0,
  "relative_energy_ev": 2.144,
  "homo_lumo_gap_ev": 10.5,
  "elements": ["O", "C", "N", "C", "C", "C", "H", "H", "H", "H", "H", "H", "H"],
  "coordinates": [[-1.8843, -1.1268, -0.8511], [-1.6885, -0.5407, 0.1967], [-0.4066, -0.4636, 0.6733], [0.5515, -0.8133, -0.4894], [0.8885, 0.6683, -0.5401], [0.3975, 0.7792, 0.9015], [-2.5452, -0.1552, 0.7714], [1.2728, -1.4791, -0.0294], [0.2525, -1.2488, -1.4555], [1.9009, 0.9575, -0.8039], [0.1644, 1.1667, -1.1986], [-0.1026, 1.7031, 1.2109], [1.1990, 0.5526, 1.6142]],
  "atomic_forces_ev_per_a": [[-1.158, -0.037, 0.234], [-0.206, -0.234, -0.610], [0.203, -0.574, -1.223], [0.309, 0.029, 0.424], [0.387, 0.304, -0.077], [0.084, 0.236, 0.057], [0.446, 0.266, 0.282], [0.602, 0.207, -0.081], [-0.571, 0.115, 0.925], [0.122, 0.159, 0.090], [0.269, -0.115, 0.052], [-0.238, -0.371, -0.050], [-0.250, 0.015, -0.024]],
  "lowdin_charge": [0.00, -0.33, -0.05, -0.13, -0.16, -0.14, 0.13, 0.11, 0.11, 0.10, 0.12, 0.11, 0.11]
}

Record 3
{
  "formula": "C30H33ClN8O5RhS",
  "method": "ωB97M-V/def2-TZVPD",
  "e_tot_ev": -80166.1614,
  "lumo_ha": -0.153,
  "spin_multiplicity": 1,
  "charge": 1,
  "relative_energy_ev": 0.307,
  "homo_lumo_gap_ev": 6.5,
  "elements": ["Rh", "N", "C", "N", "C", "N", "N", "C", "C", "C", "C", "C", "C", "N", "C", "C", "C", "C", "C", "C", "H", "H", "H", "H", "H", "H", "H", "H", "H", "H", "H", "O", "S", "O", "O", "O", "C", "C", "C", "C", "C", "O", "C", "C", "C", "C", "C", "C", "Cl", "C", "C", "C", "N", "C", "N", "C", "N", "H", "H", "H", "H", "H", "H", "H", "H", "H", "H", "H", "H", "H", "H", "H", "H", "H", "H", "H", "H", "H", "H"],
  "coordinates": [[0.0266, 0.4670, 2.2476], [-0.8705, 4.2234, 0.5351], [-0.4769, 2.9696, 0.6683], [-0.8101, 2.2251, 1.6981], [-1.4960, 2.7707, 2.7819], [-1.7171, 2.0860, 3.8703], [-1.1106, 0.8538, 3.8167], [-1.0326, 0.0621, 4.8177], [-0.2232, -1.1538, 4.5889], [-0.0882, -2.1521, 5.5361], [0.7004, -3.2572, 5.2374], [1.3228, -3.3270, 4.0034], [1.1480, -2.2850, 3.1024], [0.3937, -1.2298, 3.3785], [-1.9765, 4.1368, 2.6568], [-2.7429, 4.7526, 3.6522], [-3.1436, 6.0605, 3.4975], [-2.7798, 6.7766, 2.3535], [-2.0251, 6.1878, 1.3608], [-1.6283, 4.8641, 1.5190], [-0.5280, 4.7514, -0.2540], [0.1003, 2.5141, -0.1226], [-1.5011, 0.2890, 5.7672], [-0.5872, -2.0601, 6.4901], [0.8309, -4.0454, 5.9656], [1.9532, -4.1619, 3.7354], [1.6507, -2.2797, 2.1430], [-3.0028, 4.1862, 4.5346], [-3.7361, 6.5386, 4.2642], [-3.0920, 7.8058, 2.2425], [-1.7413, 6.7403, 0.4748], [3.6783, 1.1561, 1.6032], [2.3284, 1.6015, 1.5657], [1.4188, 0.6079, 0.7737], [1.6270, 1.4464, 2.9484], [2.0872, 2.9373, 1.0662], [-2.5953, -0.7826, -4.5286], [-1.1355, -0.7617, -4.0503], [-0.9445, 0.5430, -3.2599], [-0.2269, -0.7180, -5.2873], [-0.8191, -2.0554, -3.2291], [-1.1580, -3.2123, -4.0131], [0.6562, -2.2768, -2.8060], [1.5588, -1.1783, -2.2238], [2.8818, -1.7790, -1.8167], [3.7909, -2.2075, -2.7814], [4.9870, -2.8048, -2.4232], [5.2832, -2.9706, -1.0787], [6.7818, -3.7147, -0.6193], [4.4083, -2.5358, -0.0976], [3.2122, -1.9458, -0.4764], [-1.7914, -2.3335, -2.0633], [-1.7597, -1.4513, -0.9031], [-0.8861, -1.4130, 0.0912], [-1.3111, -0.5588, 1.0200], [-2.4850, -0.0893, 0.5077], [-2.7867, -0.6111, -0.6479], [-2.7318, -0.0289, -5.3048], [-3.2859, -0.5392, -3.7198], [-2.8753, -1.7491, -4.9440], [-1.1483, 1.3782, -3.9332], [0.0621, 0.6784, -2.8727], [-1.6546, 0.6218, -2.4401], [-0.4209, 0.1987, -5.8447], [-0.4259, -1.5424, -5.9764], [0.8327, -0.7318, -5.0372], [-0.6487, -3.1940, -4.8301], [1.1648, -2.6603, -3.6945], [0.6563, -3.1275, -2.1158], [1.1204, -0.6687, -1.3637], [1.7405, -0.4120, -2.9790], [3.5668, -2.0701, -3.8334], [5.6908, -3.1335, -3.1747], [4.6752, -2.6346, 0.9451], [2.5529, -1.5496, 0.2848], [-1.5756, -3.3424, -1.7130], [-2.8168, -2.3201, -2.4201], [0.0192, -1.9961, 0.1191], [-3.1153, 0.6212, 1.0146]],
  "atomic_forces_ev_per_a": [[-0.738, 0.127, -0.106], [0.087, -0.035, 0.053], [-0.179, -0.109, -0.021], [0.401, 0.337, 0.148], [-0.146, -0.134, 0.062], [0.008, -0.104, -0.082], [0.224, -0.103, -0.150], [0.116, -0.144, -0.240], [-0.235, 0.173, -0.023], [0.042, 0.052, -0.134], [0.022, 0.043, -0.089], [-0.043, 0.024, 0.077], [0.123, -0.036, -0.004], [0.307, 0.133, 0.226], [-0.015, -0.055, 0.055], [0.006, 0.065, -0.008], [0.018, -0.027, -0.010], [0.009, -0.016, -0.017], [-0.017, -0.019, 0.057], [0.017, -0.009, -0.040], [-0.035, -0.002, -0.012], [0.066, 0.038, 0.015], [-0.007, 0.006, 0.032], [-0.008, 0.011, 0.015], [-0.007, -0.017, -0.004], [0.004, -0.010, -0.004], [-0.016, 0.003, 0.019], [0.001, -0.010, 0.003], [-0.005, 0.004, 0.007], [-0.003, 0.006, 0.000], [0.004, 0.007, -0.014], [-0.018, -0.101, 0.062], [0.003, 0.081, 0.012], [0.111, -0.304, -0.032], [-0.081, -0.036, 0.091], [0.029, -0.012, -0.038], [0.004, -0.028, 0.028], [0.026, -0.007, 0.042], [0.043, -0.012, -0.043], [-0.031, -0.040, -0.005], [-0.042, -0.089, 0.002], [-0.017, 0.101, 0.009], [-0.006, 0.023, -0.058], [-0.006, 0.055, -0.054], [0.029, -0.032, 0.033], [-0.073, -0.009, 0.042], [0.011, -0.002, 0.055], [0.017, -0.009, 0.036], [-0.007, 0.001, -0.001], [0.039, -0.022, -0.079], [0.016, 0.030, -0.087], [0.004, -0.027, -0.064], [-0.008, 0.029, 0.130], [-0.045, -0.056, 0.139], [0.058, 0.224, -0.199], [0.015, -0.045, 0.124], [-0.155, -0.089, -0.010], [-0.003, 0.027, 0.004], [-0.016, -0.018, 0.029], [0.021, -0.012, -0.031], [-0.009, 0.005, -0.004], [-0.016, 0.004, -0.008], [-0.041, -0.001, 0.072], [0.002, 0.004, 0.002], [-0.009, -0.003, -0.001], [0.068, 0.013, 0.052], [0.028, -0.022, 0.013], [0.012, 0.011, -0.004], [-0.021, -0.021, -0.007], [0.025, 0.003, -0.069], [0.015, 0.002, 0.009], [-0.007, 0.007, -0.006], [0.012, -0.005, 0.000], [0.017, -0.004, 0.019], [-0.039, 0.081, 0.011], [-0.011, 0.005, -0.020], [0.019, 0.035, -0.018], [0.023, 0.027, 0.026], [0.013, 0.040, -0.012]],
  "lowdin_charge": [1.18, 0.17, -0.11, 0.01, -0.24, 0.13, -0.13, 0.00, -0.21, 0.01, -0.02, -0.01, -0.07, 0.00, -0.08, 0.00, -0.04, -0.04, 0.01, -0.15, 0.18, 0.14, 0.14, 0.13, 0.12, 0.12, 0.11, 0.12, 0.12, 0.12, 0.12, -0.25, 0.37, -0.47, -0.41, -0.31, -0.04, -0.50, -0.03, -0.03, -0.42, -0.02, -0.09, -0.15, -0.22, -0.03, -0.09, -0.67, 0.68, -0.09, -0.04, -0.03, -0.07, -0.10, -0.02, -0.17, 0.14, 0.09, 0.08, 0.09, 0.09, 0.06, 0.06, 0.09, 0.09, 0.08, 0.10, 0.12, 0.13, 0.07, 0.11, 0.12, 0.11, 0.11, 0.07, 0.14, 0.13, 0.14, 0.12]
}

Record 4
{
  "formula": "C24H47FN3O8S2",
  "method": "ωB97M-V/def2-TZVPD",
  "e_tot_ev": -70880.0763,
  "lumo_ha": -0.155,
  "spin_multiplicity": 1,
  "charge": 1,
  "homo_lumo_gap_ev": 7.5,
  "elements": ["C", "C", "O", "C", "C", "C", "C", "S", "O", "O", "F", "C", "N", "C", "C", "S", "C", "N", "N", "C", "O", "C", "H", "H", "H", "H", "H", "H", "H", "H", "H", "H", "H", "H", "H", "H", "H", "C", "C", "C", "O", "H", "H", "H", "H", "H", "H", "H", "H", "C", "C", "C", "O", "H", "H", "H", "H", "H", "H", "H", "H", "C", "C", "C", "O", "H", "H", "H", "H", "H", "H", "H", "H", "C", "C", "C", "O", "H", "H", "H", "H", "H", "H", "H", "H"],
  "coordinates": [[7.5776, 0.7210, 1.1604], [7.9332, 0.7116, -0.3341], [6.7828, 0.7568, -1.1847], [6.4242, 2.0639, -1.5629], [4.9270, 2.2189, -1.4386], [4.4205, 3.4101, -0.9649], [3.0608, 3.5746, -0.8761], [2.4357, 5.1138, -0.2468], [2.6943, 5.0980, 1.1365], [1.1146, 5.3199, -0.6834], [3.3954, 6.1619, -0.8660], [2.2324, 2.5670, -1.2298], [2.7362, 1.4134, -1.6547], [1.7823, 0.3208, -1.9813], [1.9448, -0.7767, -0.8680], [0.4151, -1.1683, -0.0076], [-0.1957, 0.3608, 0.5358], [0.3950, 1.4742, 0.7106], [-0.5185, 2.4075, 1.1334], [-1.6306, 1.7754, 1.2239], [-1.5057, 0.4983, 0.8515], [4.0533, 1.2391, -1.7665], [7.8675, 1.6545, 1.6466], [6.5093, 0.5795, 1.3342], [8.1050, -0.0826, 1.6741], [8.4353, -0.2255, -0.5719], [8.6425, 1.5136, -0.5536], [6.7451, 2.3188, -2.5819], [6.8907, 2.8029, -0.9030], [5.1131, 4.1882, -0.6685], [1.1618, 2.6790, -1.1683], [2.0005, -0.1375, -2.9443], [0.7751, 0.7166, -1.9280], [2.7349, -0.4838, -0.1764], [2.2589, -1.6919, -1.3719], [-2.5700, 2.1937, 1.5608], [4.4253, 0.2834, -2.1167], [-4.1774, -4.6173, -0.4418], [-3.0016, -4.6787, 0.5195], [-2.9213, -3.4250, 1.3742], [-1.7839, -4.8388, -0.2148], [-4.0725, -3.7684, -1.1242], [-4.2168, -5.5198, -1.0534], [-5.1218, -4.5147, 0.0931], [-3.0988, -5.5545, 1.1617], [-2.7769, -2.5399, 0.7449], [-2.0689, -3.4788, 2.0542], [-3.8295, -3.2869, 1.9625], [-1.6892, -4.0704, -0.7869], [-7.0925, -0.2724, 2.1730], [-5.9231, -0.9376, 1.4645], [-5.2959, -0.0064, 0.4381], [-6.3647, -2.1344, 0.8253], [-7.8770, -0.0102, 1.4579], [-7.5356, -0.9529, 2.9006], [-6.7780, 0.6347, 2.6897], [-5.1703, -1.2339, 2.1969], [-6.0222, 0.2670, -0.3323], [-4.4634, -0.5005, -0.0669], [-4.9276, 0.9083, 0.9085], [-7.0319, -1.8935, 0.1738], [3.1055, -3.9167, -5.9550], [3.3266, -3.5282, -4.5033], [2.7501, -4.5681, -3.5559], [2.7200, -2.2507, -4.2478], [2.0373, -3.9936, -6.1751], [3.5173, -3.1586, -6.6220], [3.5759, -4.8732, -6.1826], [4.3940, -3.4109, -4.3135], [1.6706, -4.6660, -3.7009], [2.9094, -4.2735, -2.5167], [3.2097, -5.5436, -3.7133], [1.7749, -2.3409, -4.4147], [-5.4114, 2.8287, 4.7611], [-3.9498, 3.0173, 4.3920], [-3.3849, 4.2909, 4.9984], [-3.8098, 3.0618, 2.9639], [-6.0147, 3.6587, 4.3834], [-5.8052, 1.9159, 4.3144], [-5.5403, 2.7702, 5.8420], [-3.3712, 2.1590, 4.7363], [-3.9244, 5.1665, 4.6273], [-2.3379, 4.4168, 4.7198], [-3.4566, 4.2750, 6.0862], [-4.3137, 3.8169, 2.6401]],
  "atomic_forces_ev_per_a": [[0.083, 0.218, 0.054], [0.182, -0.629, 0.486], [0.177, 0.420, -0.277], [-0.138, -0.119, 0.324], [1.103, 0.873, 0.184], [0.386, 0.186, 0.096], [0.865, 1.584, -0.110], [-1.066, -0.700, 1.488], [0.741, 0.106, 0.601], [-0.219, 0.210, -1.110], [0.048, -0.225, -0.527], [-1.186, 0.184, -0.097], [-0.820, -0.114, -0.630], [0.412, -0.948, 1.291], [-0.015, 0.870, -0.647], [-0.494, -0.973, 0.027], [-0.620, 0.571, 0.314], [2.003, 0.471, -0.463], [-0.119, 0.267, 0.149], [0.182, 0.710, 0.009], [-0.706, -1.635, -0.224], [0.226, -1.259, -0.430], [-0.057, -0.014, -0.040], [0.036, -0.087, -0.167], [-0.039, 0.035, 0.017], [-0.066, 0.032, -0.118], [-0.168, 0.030, -0.250], [-0.016, -0.242, -0.009], [-0.049, -0.022, -0.005], [-0.128, 0.131, 0.014], [-0.012, -0.098, -0.077], [0.137, 0.386, -0.102], [0.071, 0.219, -0.302], [-0.126, -0.046, 0.114], [-0.200, -0.183, 0.296], [-0.058, -0.335, 0.066], [-0.259, -0.079, -0.033], [-0.077, -0.258, -0.042], [-0.152, 0.531, -0.353], [0.147, 0.003, 0.241], [0.152, -0.257, 0.172], [-0.020, 0.086, 0.103], [0.020, -0.025, 0.052], [0.016, 0.084, -0.026], [0.169, -0.061, -0.064], [-0.132, -0.015, -0.057], [-0.027, -0.056, 0.016], [-0.015, 0.021, -0.052], [-0.070, 0.009, -0.016], [-0.029, -0.103, 0.180], [-0.437, 0.312, -0.353], [0.256, -0.031, -0.041], [0.273, -0.173, 0.169], [0.072, 0.070, -0.049], [0.054, 0.006, 0.020], [-0.022, 0.032, -0.024], [-0.021, -0.149, -0.045], [-0.070, 0.046, 0.087], [0.018, -0.007, 0.058], [-0.039, 0.010, -0.004], [-0.025, -0.001, 0.013], [0.107, 0.179, -0.114], [-0.457, -0.412, -0.167], [0.052, 0.121, 0.186], [0.150, 0.364, 0.327], [-0.005, -0.099, 0.074], [0.054, -0.030, 0.020], [-0.028, -0.005, 0.001], [-0.034, 0.203, 0.044], [0.022, -0.054, -0.110], [0.071, -0.043, -0.009], [-0.028, -0.005, 0.006], [0.023, -0.110, -0.123], [-0.044, -0.182, -0.092], [-0.331, 0.505, 0.129], [0.239, -0.013, -0.048], [0.078, -0.245, -0.102], [0.058, 0.071, 0.076], [0.029, -0.046, 0.054], [-0.010, 0.023, -0.009], [0.051, -0.039, -0.192], [-0.099, -0.041, 0.057], [0.004, -0.045, 0.039], [-0.021, 0.019, -0.009], [-0.018, 0.021, 0.061]],
  "lowdin_charge": [-0.06, -0.24, -0.14, -0.15, -0.11, 0.06, -0.19, 0.63, -0.20, -0.21, -0.10, 0.00, -0.01, -0.10, -0.42, 1.03, -0.68, 0.03, 0.09, -0.15, 0.05, 0.06, 0.07, 0.08, 0.08, 0.12, 0.12, 0.15, 0.13, 0.15, 0.14, 0.12, 0.11, 0.09, 0.07, 0.11, 0.17, -0.06, -0.48, -0.06, -0.06, 0.08, 0.08, 0.07, 0.14, 0.07, 0.08, 0.07, 0.07, -0.05, -0.50, -0.05, -0.06, 0.09, 0.09, 0.06, 0.13, 0.09, 0.07, 0.07, 0.09, -0.06, -0.49, -0.06, -0.08, 0.09, 0.08, 0.09, 0.14, 0.09, 0.07, 0.09, 0.09, -0.05, -0.48, -0.06, -0.09, 0.09, 0.06, 0.09, 0.14, 0.08, 0.08, 0.08, 0.10]
}

Record 5
{
  "formula": "C3H3BrCl2",
  "method": "ωB97M-V/def2-TZVPD",
  "smiles": "ClC1(Br)C=C1.Cl",
  "e_tot_ev": -98243.8026,
  "lumo_ha": 0.016,
  "spin_multiplicity": 1,
  "charge": 0,
  "relative_energy_ev": 2.144,
  "homo_lumo_gap_ev": 10.3,
  "elements": ["Cl", "C", "Br", "C", "C", "H", "H", "Cl", "H"],
  "coordinates": [[-0.9041, -0.3649, -1.9458], [-1.1553, 0.1194, -0.2906], [-2.9642, 1.2520, -0.3203], [-0.0278, 0.2237, 0.7107], [-0.8667, -0.7801, 0.7791], [0.9261, 0.7107, 0.5272], [-1.0533, -1.7102, 1.3076], [2.7706, -0.2787, -0.4607], [3.2746, 0.8282, -0.3073]],
  "atomic_forces_ev_per_a": [[0.193, -0.079, -0.409], [-1.014, 0.522, 0.861], [1.681, -0.764, 0.361], [-1.131, 0.562, -2.634], [0.359, -0.185, 1.166], [-0.506, -0.119, 1.273], [-0.160, 0.184, -0.343], [-0.338, -1.919, -0.492], [0.917, 1.798, 0.217]],
  "lowdin_charge": [0.56, -1.13, 0.41, -0.05, -0.10, 0.02, 0.12, 0.42, -0.26]
}